{"formula": "C19H38N3O2PSiV", "method": "the ωB97M-V functional and the def2-TZVPD basis", "energy_ha": -2636.14838, "multiplicity": 2, "charge": 0, "gap_ev": [5.56, 5.40], "elements": ["V", "Si", "P", "N", "H", "C", "H", "H", "H", "C", "H", "H", "H", "C", "H", "H", "H", "C", "H", "H", "H", "H", "H", "C", "C", "C", "C", "C", "C", "H", "H", "H", "H", "H", "C", "O", "C", "H", "H", "H", "C", "H", "H", "H", "C", "N", "C", "C", "C", "N", "C", "C", "O", "H", "H", "H", "H", "H", "H", "H", "H", "H", "H", "H", "H"], "xyz": [[-1.144, -1.534, 0.512], [0.663, -1.964, -1.660], [1.500, 1.913, -3.102], [-2.403, -0.967, -0.466], [2.132, 1.452, -1.816], [1.873, 3.612, -3.466], [2.076, 3.653, -4.537], [2.746, 4.001, -2.926], [0.997, 4.221, -3.224], [2.170, 0.831, -4.378], [2.154, 1.386, -5.335], [1.585, -0.100, -4.469], [3.222, 0.582, -4.136], [-0.267, 1.644, -2.842], [-0.784, 1.476, -3.804], [-0.711, 2.520, -2.346], [-0.436, 0.763, -2.184], [2.056, -3.219, -1.617], [2.573, -3.227, -0.648], [2.784, -3.158, -2.420], [1.545, -4.197, -1.720], [-0.368, -2.733, -0.886], [0.215, -1.938, -3.107], [-3.502, -0.553, -1.077], [-5.303, 1.072, -1.319], [-4.044, 0.751, -0.816], [-4.190, -1.436, -1.985], [-5.442, -1.080, -2.458], [-5.998, 0.164, -2.122], [-5.750, 2.047, -1.080], [-3.447, 1.428, -0.198], [-3.678, -2.372, -2.219], [-5.980, -1.799, -3.101], [-6.991, 0.437, -2.509], [1.815, 0.599, -0.832], [0.782, -0.424, -0.899], [1.363, 1.465, 0.321], [1.993, 2.360, 0.492], [1.301, 0.883, 1.250], [0.344, 1.829, 0.151], [3.131, -0.173, -0.690], [3.980, 0.487, -0.441], [3.429, -0.638, -1.645], [3.093, -0.992, 0.056], [-1.722, -0.233, 2.363], [-0.633, -0.222, 3.357], [-0.588, 0.823, 4.341], [0.289, 0.392, 5.476], [1.628, -0.104, 4.968], [1.448, -1.132, 3.978], [2.546, -2.015, 3.648], [0.376, -1.105, 3.131], [0.304, -1.931, 2.156], [-1.365, 0.198, 1.383], [-2.487, 0.463, 2.738], [-2.153, -1.261, 2.289], [-0.258, 1.798, 3.918], [-1.620, 0.962, 4.679], [-0.210, -0.414, 6.020], [0.440, 1.218, 6.170], [2.222, -0.526, 5.785], [2.205, 0.764, 4.558], [3.070, -1.713, 2.736], [3.255, -1.997, 4.481], [2.167, -3.038, 3.519]], "forces_ev_per_angstrom": [[1.66, -0.03, -0.59], [-0.04, 1.23, 0.48], [0.13, 1.62, -1.44], [0.86, -0.52, 0.23], [-1.09, -2.28, 2.29], [-0.34, 0.90, -1.36], [0.01, 0.70, -0.20], [-0.32, -0.35, -0.06], [0.17, 0.14, -0.15], [0.06, -0.03, -0.84], [0.01, -0.52, 0.16], [0.25, 0.41, 0.00], [-0.60, 0.09, -0.13], [-0.53, -0.30, -0.37], [0.08, 0.10, 0.44], [0.19, -0.21, -0.18], [0.17, 0.62, -0.44], [-0.12, -0.19, 0.39], [-0.08, -0.02, -0.25], [0.12, 0.19, -0.05], [0.16, 0.41, 0.03], [-0.48, -0.15, 0.42], [0.05, 0.31, 0.59], [-1.71, 0.68, -0.99], [0.16, 0.06, -0.02], [0.00, -1.07, -0.34], [0.33, 0.95, 0.80], [0.12, -0.17, -0.27], [-0.57, 0.08, -0.20], [0.17, -0.43, -0.17], [-0.35, -0.18, -0.15], [-0.39, 0.18, 0.08], [0.20, 0.61, 0.35], [0.49, -0.16, 0.22], [1.87, -1.21, 2.12], [-0.28, -2.08, -1.46], [0.37, 0.10, 0.31], [-0.06, -0.46, -0.12], [0.13, 0.05, 0.22], [0.02, -0.01, -0.23], [0.33, 0.39, 0.56], [-0.30, -0.08, 0.09], [-0.27, 0.04, 0.08], [0.02, 0.30, -0.05], [0.05, 0.66, 1.37], [0.13, -0.83, -1.19], [-0.36, 0.66, -0.10], [0.14, -0.17, 0.58], [0.55, 0.85, 0.11], [-0.77, -0.12, -0.74], [0.15, -0.44, 0.08], [-0.02, -0.62, -0.71], [-0.14, 1.17, 0.86], [-0.11, -0.23, 0.12], [0.08, -0.52, -0.37], [-0.09, 0.43, 0.05], [-0.05, -0.52, 0.03], [0.16, 0.13, 0.12], [0.03, -0.01, 0.02], [0.03, 0.01, 0.03], [-0.12, 0.11, -0.07], [-0.26, -0.55, 0.17], [-0.08, 0.01, 0.03], [-0.14, -0.04, -0.15], [0.20, 0.30, -0.03]]}

{"formula": "C10H24N4O", "method": "the ωB97M-V functional and the def2-TZVPD basis", "energy_ha": -688.88325, "multiplicity": 3, "charge": 2, "gap_ev": [6.31, 7.73], "elements": ["C", "C", "C", "C", "C", "C", "C", "C", "C", "C", "N", "N", "N", "N", "O", "H", "H", "H", "H", "H", "H", "H", "H", "H", "H", "H", "H", "H", "H", "H", "H", "H", "H", "H", "H", "H", "H", "H", "H"], "xyz": [[-1.849, 1.754, 0.223], [-1.957, -2.169, 0.745], [-2.157, -0.644, 0.980], [-0.519, -2.391, 0.475], [0.081, -0.148, -0.568], [-1.892, 0.274, -0.253], [2.553, 1.612, -0.799], [2.827, 0.439, 1.445], [3.055, -0.896, -0.799], [2.398, 0.318, 0.019], [-0.953, 2.355, 0.993], [-2.576, -0.058, -1.400], [-2.894, 2.387, -0.169], [-0.137, -1.668, -0.794], [0.972, 0.017, 0.330], [-2.154, -2.656, 1.761], [-2.747, -2.388, -0.068], [-3.271, -0.616, 1.043], [-1.754, -0.218, 1.815], [0.050, -1.979, 1.302], [-0.361, -3.419, 0.344], [0.182, 0.198, -1.580], [1.541, 2.197, -0.902], [3.222, 2.269, -0.206], [2.940, 1.469, -1.736], [2.505, 1.355, 1.937], [3.978, 0.629, 1.423], [2.526, -0.456, 1.985], [3.305, -1.695, -0.197], [2.533, -1.308, -1.615], [4.002, -0.484, -1.185], [-0.234, 1.672, 1.408], [-1.044, 3.196, 1.429], [-3.109, -0.836, -1.450], [-2.470, 0.527, -2.268], [-3.433, 2.077, -0.942], [-3.136, 3.326, -0.035], [0.786, -2.142, -1.125], [-0.813, -1.900, -1.566]], "forces_ev_per_angstrom": [[0.38, -3.54, -1.36], [-1.40, 1.41, 1.35], [-2.34, -1.18, -3.77], [-0.63, 0.45, -0.75], [2.58, -3.25, -2.44], [-3.17, 2.63, 3.15], [-2.57, 1.67, 2.99], [3.67, 0.61, -0.15], [0.43, 3.14, 1.03], [0.60, -0.39, -1.18], [3.22, -5.61, 0.12], [3.14, 4.61, -0.49], [-3.01, 1.62, -1.90], [1.45, -1.85, -0.58], [-0.89, 0.11, 0.30], [-0.32, 0.26, -1.68], [1.58, -0.71, 1.32], [0.53, 0.62, 0.45], [1.25, 0.77, 2.29], [0.39, -0.11, -0.13], [0.81, -1.46, -0.24], [0.19, 1.15, -0.31], [1.81, -1.08, 0.26], [-0.33, -0.20, -0.60], [0.94, -0.40, -2.31], [-0.63, -0.05, -0.14], [-1.79, -0.92, 0.33], [0.43, 0.13, 0.26], [0.53, -1.68, 1.70], [-1.00, 0.12, -1.31], [-0.36, -0.27, 0.04], [-1.31, 1.86, -0.69], [-0.66, 2.71, 1.25], [-2.11, -2.90, -0.24], [-0.34, -0.98, 1.32], [-0.45, -0.87, -0.27], [0.39, 1.73, 0.81], [-1.53, 1.28, 0.62], [0.54, 0.55, 0.94]]}

Number 1: F_max 3.4 eV Å⁻¹. Number 2: F_max 6.5 eV Å⁻¹.